C2H6N4O2 | the ωB97M-V functional and the def2-TZVPD basis

Output
Molar mass (g/mol): 118.10
E_HOMO (eV): -9.1
Orbital gap (eV): 9.32
LUMO level (eV): 0.19
Relative energy (zero: lowest compared OMol25 entry of this formula, charge and spin) (kcal/mol): 203.7

```
! RIJCOSX wB97M-V def2-TZVPD def2/J DEFGRID3
* xyz 0 1
C 1.709 -0.952 -0.051
C -1.874 -1.029 -0.211
H 1.161 1.147 -0.205
H 3.056 1.807 -0.463
H 1.530 -1.951 -0.125
H 0.562 0.499 0.864
H -2.475 -1.903 -0.263
H -3.285 1.696 0.071
N 2.414 1.010 0.049
N 2.820 -0.344 -0.089
N 0.454 -0.135 -0.022
N -2.881 -0.098 -0.359
O -0.780 -0.882 0.626
O -2.412 1.134 0.178
*
```

Atomic partial charges in e from the Mulliken method, atoms 1 to 2:
1. C -0.1170
2. C 0.0742


C37H53O4 | the ωB97M-V functional and the def2-TZVPD basis

Output
Molar mass (g/mol): 561.83
E_HOMO (eV): -3.6
Orbital gap (eV): 4.99
LUMO level (eV): 1.41
Relative energy (zero: lowest compared OMol25 entry of this formula, charge and spin) (kcal/mol): 0.0

```
! RIJCOSX wB97M-V def2-TZVPD def2/J DEFGRID3
* xyz -1 1
C 2.497 -3.119 0.114
C 1.467 -2.077 -0.240
O 0.565 -1.850 0.865
C -0.706 -1.475 0.561
C -1.361 -1.027 1.775
C -2.746 -0.602 1.817
O -3.494 -1.067 2.687
C -3.365 0.416 0.864
C -4.349 -0.118 -0.165
C -5.506 -0.974 0.418
C -5.549 -2.421 -0.106
C -5.532 -3.526 0.984
C -4.480 -4.627 0.732
C -3.007 -4.183 0.862
C -2.575 -3.960 2.325
C -1.129 -3.482 2.541
C -0.928 -1.976 2.894
O -1.238 -1.658 -0.528
H 3.295 -3.070 -0.629
H 2.920 -2.944 1.108
H 2.051 -4.115 0.063
H 1.945 -1.106 -0.430
H 0.839 -2.357 -1.089
H -3.905 1.118 1.515
H -2.571 0.964 0.366
H -4.819 0.741 -0.661
H -3.786 -0.660 -0.943
H -5.455 -0.961 1.513
H -6.463 -0.507 0.138
H -6.488 -2.545 -0.676
H -4.729 -2.592 -0.822
H -5.382 -3.087 1.984
H -6.528 -4.003 0.991
H -4.668 -5.452 1.438
H -4.614 -5.014 -0.288
H -2.368 -4.982 0.437
H -2.805 -3.286 0.244
H -3.256 -3.250 2.811
H -2.708 -4.925 2.845
H -0.725 -4.092 3.361
H -0.509 -3.699 1.659
H 0.145 -1.836 3.059
H -1.463 -1.780 3.829
C 3.120 2.977 3.868
C 2.129 3.592 2.871
C 0.742 3.640 3.517
C 2.543 5.044 2.583
C 2.128 2.761 1.569
C 1.106 1.941 1.195
C 1.000 1.430 -0.147
C -0.187 0.821 -0.612
C -0.402 0.447 -2.006
C 0.662 -0.180 -2.718
C 0.571 -0.597 -4.041
C -0.516 -0.208 -4.826
C -0.439 -0.460 -6.312
C -1.647 0.289 -4.155
C -1.604 0.596 -2.778
C 2.106 1.683 -1.017
C 3.279 2.261 -0.629
C 4.480 2.359 -1.596
C 4.869 3.828 -1.778
C 4.132 1.792 -2.979
C 5.649 1.552 -1.018
C 3.347 2.806 0.728
O 4.441 3.214 1.189
H 4.127 3.006 3.441
H 3.105 3.548 4.804
H 2.850 1.936 4.081
H -0.003 4.038 2.815
H 0.420 2.654 3.872
H 0.787 4.312 4.382
H 1.850 5.497 1.862
H 2.513 5.615 3.519
H 3.556 5.075 2.176
H 0.300 1.695 1.899
H -1.055 0.945 0.023
H 1.590 -0.399 -2.185
H 1.379 -1.192 -4.479
H -1.200 0.084 -6.879
H 0.537 -0.126 -6.680
H -0.512 -1.528 -6.563
H -2.573 0.442 -4.730
H -2.516 0.947 -2.299
H 1.983 1.456 -2.065
H 5.117 4.275 -0.812
H 5.736 3.905 -2.446
H 4.032 4.379 -2.224
H 3.853 0.731 -2.915
H 3.310 2.362 -3.438
H 4.996 1.864 -3.654
H 5.356 0.500 -0.911
H 6.513 1.608 -1.687
H 5.923 1.945 -0.034
*
```

Atomic partial charges in e from the Mulliken method, atoms 1 to 2:
1. C -1.8406
2. C 0.7450


C4H8NO3 | the ωB97M-V functional and the def2-TZVPD basis

Output
Molar mass (g/mol): 118.11
E_HOMO (eV): -4.1
Orbital gap (eV): 7.91
LUMO level (eV): 3.82
Relative energy (zero: lowest compared OMol25 entry of this formula, charge and spin) (kcal/mol): 23.3

```
! RIJCOSX wB97M-V def2-TZVPD def2/J DEFGRID3
* xyz -1 1
C -1.741 1.156 -2.676
C -1.747 0.373 -1.292
O -0.758 -0.097 -0.836
O -2.909 0.312 -0.919
H -1.694 2.190 -2.353
H -2.699 0.957 -3.057
H -0.865 0.827 -3.199
C 1.100 -1.696 1.184
C 1.936 -0.456 1.555
O 2.953 -0.318 2.171
N 1.269 0.662 1.083
H 1.743 1.554 1.328
H 0.407 0.584 0.522
H 1.649 -2.387 0.513
H 0.177 -1.591 0.641
H 0.820 -2.207 2.077
*
```

Atomic partial charges in e from the Mulliken method, atoms 1 to 2:
1. C -0.9418
2. C 0.5141


H2N2O3S | the ωB97M-V functional and the def2-TZVPD basis

Output
Molar mass (g/mol): 110.09
E_HOMO (alpha / beta) (eV): -10.3 / -8.4
Orbital gap (alpha / beta) (eV): 9.25 / 6.27
LUMO level (alpha / beta) (eV): -1.02 / -2.11
Relative energy (zero: lowest compared OMol25 entry of this formula, charge and spin) (kcal/mol): 56.5

```
! RIJCOSX wB97M-V def2-TZVPD def2/J DEFGRID3
* xyz 0 1
N -1.184 0.317 0.747
N 1.606 -0.300 -0.296
O 1.039 -1.256 0.178
O -1.583 0.139 -1.770
O 2.785 -0.130 -0.425
S -0.829 0.865 -0.761
H -1.139 -0.668 1.024
H -0.694 1.032 1.304
*
```

Atomic partial charges in e from the Mulliken method, atoms 1 to 2:
1. N -0.4610
2. N 0.5709


C46H42CuIN4O5S | the ωB97M-V functional and the def2-TZVPD basis

Output
Molar mass (g/mol): 953.38
E_HOMO (alpha / beta) (eV): -4.1 / -4.1
Orbital gap (alpha / beta) (eV): 6.08 / 4.88
LUMO level (alpha / beta) (eV): 1.99 / 0.79
Relative energy (zero: lowest compared OMol25 entry of this formula, charge and spin) (kcal/mol): 24.7
⟨S²⟩: 0.7980

```
! RIJCOSX wB97M-V def2-TZVPD def2/J DEFGRID3
* xyz -1 2
Cu -0.037 -0.663 0.177
C 0.850 5.732 -3.633
C -0.008 4.472 -3.822
C 0.933 3.276 -3.971
C -0.830 4.611 -5.110
C -0.955 4.310 -2.640
C -1.763 5.373 -2.219
C -2.637 5.235 -1.164
C -2.762 4.049 -0.412
S -3.853 4.026 0.941
C -1.996 1.232 0.812
N -1.953 1.675 -0.348
C -1.967 2.976 -0.862
C -1.112 3.116 -1.962
C -1.218 0.176 2.501
C -1.815 -0.644 3.574
C -1.159 -1.714 4.063
C 0.171 -2.018 3.655
C 0.869 -1.140 2.851
C 0.271 0.021 2.346
H 1.593 5.805 -4.429
H 1.374 5.700 -2.676
H 0.247 6.640 -3.656
H 1.647 3.469 -4.773
H 0.393 2.363 -4.225
H 1.493 3.088 -3.054
H -0.174 4.760 -5.971
H -1.512 5.460 -5.048
H -1.425 3.714 -5.282
H -1.716 6.329 -2.728
H -3.247 6.074 -0.856
H -0.550 2.234 -2.240
H -2.827 -0.409 3.871
H -1.644 -2.352 4.791
H 0.663 -2.899 4.043
H 1.919 -1.314 2.661
C -6.168 3.811 4.321
O -5.076 3.005 3.952
C -4.078 2.831 4.870
C -4.169 3.173 6.204
C -3.091 2.938 7.059
C -1.936 2.374 6.563
C -1.836 2.041 5.214
C -2.900 2.254 4.347
N -2.918 1.912 3.003
C -1.722 1.643 2.285
N -0.716 2.669 2.431
C 0.525 2.436 1.877
C 1.043 1.132 1.795
C 2.319 0.940 1.231
C 3.068 2.004 0.793
C 2.565 3.300 0.908
C 1.311 3.515 1.432
O 0.785 4.778 1.575
C 0.613 5.474 0.337
N -1.800 -0.186 1.089
C -2.822 -1.172 0.922
C -2.445 -2.504 0.914
C -3.376 -3.514 0.726
C -4.702 -3.180 0.518
C -5.106 -1.852 0.528
C -4.180 -0.840 0.753
O -4.493 0.461 0.823
C -5.836 0.867 0.646
H -6.777 3.921 3.426
H -5.832 4.798 4.653
H -6.764 3.344 5.114
H -5.074 3.620 6.589
H -3.167 3.210 8.104
H -1.090 2.197 7.214
H -0.913 1.628 4.835
H -3.569 2.468 2.422
H -1.084 3.604 2.315
H 2.692 -0.066 1.096
H 4.035 1.836 0.339
H 3.146 4.150 0.571
H 1.560 5.538 -0.206
H 0.271 6.475 0.593
H -0.133 4.979 -0.287
H -1.393 -2.743 1.028
H -3.057 -4.546 0.706
H -5.435 -3.954 0.335
H -6.145 -1.602 0.369
H -5.811 1.954 0.732
H -6.477 0.432 1.421
H -6.204 0.580 -0.344
I -4.906 -4.206 -2.637
C -2.956 -3.460 -2.509
C -1.884 -4.330 -2.634
C -0.595 -3.834 -2.526
C -0.370 -2.488 -2.262
C -1.464 -1.630 -2.162
C -2.759 -2.108 -2.291
C 1.062 -1.980 -2.068
O 1.973 -2.512 -2.679
O 1.178 -1.024 -1.213
H -2.055 -5.383 -2.811
H 0.261 -4.487 -2.634
H -1.310 -0.571 -1.977
H -3.599 -1.433 -2.197
*
```

Atomic partial charges in e from the Mulliken method, atoms 1 to 2:
1. Cu 0.0012
2. C -1.7632


C38H44OP2W | the ωB97M-V functional and the def2-TZVPD basis

Output
Molar mass (g/mol): 762.56
E_HOMO (alpha / beta) (eV): -13.5 / -13.3
Orbital gap (alpha / beta) (eV): 6.46 / 6.52
LUMO level (alpha / beta) (eV): -7.01 / -6.81
Relative energy (zero: lowest compared OMol25 entry of this formula, charge and spin) (kcal/mol): 78.6
⟨S²⟩: 2.1605

```
! RIJCOSX wB97M-V def2-TZVPD def2/J DEFGRID3
* xyz 2 3
W 0.198 -0.469 -0.217
C -1.878 0.598 4.223
C -2.522 0.395 3.073
C -2.812 1.420 2.041
C -1.533 1.721 1.197
C -0.566 2.716 1.835
C -0.364 3.064 3.119
C -1.381 3.184 4.190
C -1.648 1.890 4.980
C 1.652 0.149 1.200
H -1.768 -0.299 4.863
H -2.763 -0.625 2.767
H -3.220 2.347 2.470
H -3.589 1.003 1.370
H -0.993 0.664 0.946
H -1.849 2.077 0.205
H 0.235 2.997 1.144
H 0.676 3.203 3.435
H -2.320 3.561 3.769
H -1.016 3.962 4.883
H -0.828 1.712 5.695
H -2.546 2.060 5.587
H 1.081 -0.143 2.124
H 2.020 1.197 1.237
H 2.476 -0.550 1.021
P -0.596 -1.516 -2.078
P 1.031 0.953 -1.841
C -1.510 0.017 -2.282
C -0.721 1.175 -2.174
C -0.598 -2.536 -3.522
C -1.634 -2.345 -4.453
C -1.719 -3.230 -5.519
C -0.793 -4.275 -5.615
C 0.226 -4.457 -4.671
C 0.326 -3.592 -3.594
C -1.482 -2.487 -0.811
C -0.842 -2.523 0.469
C -1.563 -3.094 1.554
C -2.819 -3.690 1.340
C -3.415 -3.634 0.067
C -2.779 -2.983 -0.991
C 1.908 0.985 -3.490
C 1.613 -0.030 -4.434
C 2.114 0.034 -5.732
C 2.942 1.093 -6.127
C 3.242 2.100 -5.202
C 2.724 2.054 -3.908
C 1.639 2.569 -1.159
C 2.925 2.547 -0.582
C 3.402 3.630 0.152
C 2.604 4.786 0.234
C 1.373 4.872 -0.440
C 0.898 3.764 -1.156
H -2.595 -0.019 -2.388
H -1.005 2.195 -2.429
H -2.352 -1.531 -4.313
H -2.509 -3.084 -6.254
H -0.860 -4.957 -6.451
H 0.953 -5.261 -4.760
H 1.070 -3.715 -2.795
H 0.290 -2.328 0.653
H -1.082 -3.053 2.536
H -3.334 -4.206 2.162
H -4.376 -4.128 -0.076
H -3.305 -2.868 -1.945
H 0.931 -0.848 -4.189
H 1.848 -0.752 -6.451
H 3.355 1.118 -7.130
H 3.884 2.937 -5.507
H 2.932 2.908 -3.250
H 3.562 1.661 -0.703
H 4.378 3.566 0.655
H 2.946 5.627 0.830
H 0.765 5.784 -0.396
H -0.049 3.840 -1.699
C -0.018 -2.379 5.424
C 0.800 -1.458 4.518
C 2.286 -1.803 4.425
O 0.251 -1.264 3.280
H 0.073 -3.420 5.092
H -1.073 -2.135 5.337
H 0.282 -2.271 6.477
H 0.734 -0.474 5.038
H 2.395 -2.856 4.151
H 2.756 -1.251 3.609
H 2.829 -1.592 5.356
*
```

Atomic partial charges in e from the Mulliken method, atoms 1 to 2:
1. W -0.1302
2. C -0.6562


C42H38BNO6PReS | the ωB97M-V functional and the def2-TZVPD basis

Output
Molar mass (g/mol): 912.83
E_HOMO (alpha / beta) (eV): -15.1 / -14.9
Orbital gap (alpha / beta) (eV): 3.96 / 3.82
LUMO level (alpha / beta) (eV): -11.11 / -11.11
⟨S²⟩: 3.7861

```
! RIJCOSX wB97M-V def2-TZVPD def2/J DEFGRID3
* xyz 3 4
Re 0.456 -0.108 0.503
C 3.034 2.437 2.077
C 2.740 1.355 3.114
C 3.480 0.054 2.807
C 1.217 1.142 3.298
C 0.870 0.829 4.756
O 0.119 -0.399 4.687
C 0.051 -0.830 3.463
N 0.613 -0.030 2.558
C -0.627 -2.126 3.346
C -0.696 -2.882 4.527
C -1.357 -4.094 4.564
C -1.995 -4.571 3.429
C -1.942 -3.835 2.255
C -1.255 -2.626 2.196
P -1.163 -1.886 0.550
C -0.382 -3.197 -0.417
C -1.090 -4.009 -1.296
C -0.422 -5.005 -1.996
C 0.940 -5.193 -1.817
C 1.645 -4.401 -0.916
C 0.986 -3.408 -0.216
C -2.813 -1.533 -0.052
C -3.017 -1.360 -1.425
C -4.295 -1.114 -1.896
C -5.360 -1.025 -1.007
C -5.150 -1.157 0.359
C -3.877 -1.409 0.844
H 4.093 2.696 2.093
H 2.466 3.347 2.280
H 2.793 2.085 1.074
H 3.098 1.722 4.079
H 3.236 -0.308 1.807
H 3.250 -0.730 3.534
H 4.555 0.223 2.841
H 0.699 2.035 2.962
H 0.253 1.584 5.238
H 1.749 0.644 5.371
H -0.219 -2.514 5.423
H -1.384 -4.661 5.484
H -2.522 -5.515 3.451
H -2.441 -4.202 1.366
H -2.155 -3.869 -1.436
H -0.971 -5.638 -2.681
H 1.454 -5.972 -2.364
H 2.702 -4.573 -0.756
H 1.530 -2.814 0.520
H -2.178 -1.414 -2.107
H -4.466 -0.998 -2.958
H -6.362 -0.859 -1.383
H -5.981 -1.073 1.046
H -3.713 -1.525 1.909
O 0.074 -0.455 -1.349
O 0.734 0.162 -2.437
O -1.859 1.691 -0.623
B -0.995 1.423 0.437
O -1.172 2.372 1.455
C -2.121 3.218 1.014
C -2.648 4.332 1.629
C -3.597 5.021 0.896
C -4.017 4.597 -0.405
C -3.505 3.471 -1.013
C -2.544 2.787 -0.291
H -2.351 4.641 2.621
H -4.038 5.913 1.324
H -4.767 5.181 -0.924
H -3.830 3.139 -1.989
O 2.496 0.470 -0.382
S 3.348 1.088 -1.480
C 3.064 0.063 -2.910
C 1.785 -0.702 -2.908
C 1.480 -1.355 -4.212
C 2.416 -1.443 -5.190
C 3.688 -0.846 -5.036
C 3.988 -0.077 -3.899
C 2.502 2.600 -2.028
C 2.858 3.163 -3.242
C 2.258 4.353 -3.629
C 1.331 4.972 -2.802
C 1.011 4.409 -1.576
C 1.605 3.220 -1.178
H 1.889 -1.516 -2.168
H 0.489 -1.777 -4.328
H 2.189 -1.960 -6.112
H 4.427 -0.950 -5.818
H 4.950 0.417 -3.829
H 3.585 2.689 -3.887
H 2.519 4.794 -4.581
H 0.870 5.900 -3.111
H 0.311 4.908 -0.915
H 1.378 2.795 -0.210
*
```

Atomic partial charges in e from the Mulliken method, atoms 1 to 2:
1. Re 1.4440
2. C -1.7828


C4H7N3S | the ωB97M-V functional and the def2-TZVPD basis

Output
Molar mass (g/mol): 129.19
E_HOMO (alpha / beta) (eV): -8.9 / -7.9
Orbital gap (alpha / beta) (eV): 8.23 / 8.02
LUMO level (alpha / beta) (eV): -0.65 / 0.08
Relative energy (zero: lowest compared OMol25 entry of this formula, charge and spin) (kcal/mol): 113.3

```
! RIJCOSX wB97M-V def2-TZVPD def2/J DEFGRID3
* xyz 0 1
C 1.471 -0.181 1.009
C 2.448 0.776 0.715
C 0.885 -0.457 -0.214
C -3.022 1.063 -0.434
N 2.466 1.067 -0.573
N -0.641 -2.263 0.732
N 1.516 0.320 -1.130
S -0.402 -1.544 -0.658
H 1.208 -0.613 1.950
H 3.129 1.257 1.388
H -2.401 1.867 -0.110
H -3.431 0.378 0.275
H -3.224 0.929 -1.475
H -1.366 -2.969 0.648
H 1.364 0.369 -2.123
*
```

Atomic partial charges in e from the Mulliken method, atoms 1 to 2:
1. C -0.1574
2. C -0.4957